A single C3H6N4O molecule at a distorted geometry, computed with ωB97M-V/def2-TZVPD.

Geometry as XYZ:
```
14
Properties=species:S:1:pos:R:3
C -0.15578 1.50011 0.29564
C -0.94395 1.02737 1.23812
C -1.03643 -0.45610 1.08461
H 2.16449 0.42105 0.14304
H 1.96346 -0.22553 -1.48794
H 0.16123 2.52909 0.17789
H -1.66964 1.64563 1.85188
H 0.61860 -2.16390 -1.20364
H -0.84849 -1.57158 -1.57956
N 1.69990 0.56278 -0.79546
N 0.28599 0.49280 -0.56882
N -0.20632 -0.70701 -0.02493
N -0.26754 -1.78635 -0.76875
O -1.76552 -1.26837 1.63790
```

As for the energy above the lowest of the compared OMol25 structures with the same formula, charge and spin: 84.89 kcal per mole. The strongest force on any atom is 4.0 eV/A. As for the SMILES: Nn1ccc(=O)n1N. The electronic energy is -11213.095 eV.

Atom charges from the natural (NBO) analysis, given in e for atoms 1 to 2:
1. C 0.00
2. C -0.36